14
Properties=species:S:1:pos:R:3 method="wB97M-V/def2-TZVPD" fmax_ev_per_a=4.950 de_lowest_kj_mol=488.3 e_tot_ha=-721.776673 homo_lumo_gap_ev=9.54
O 0.06111 -0.15186 2.89754
C 0.74020 -0.89007 -0.19138
O -1.01608 -1.83764 2.03950
H 1.57423 -0.28325 -0.17905
C -0.41381 1.33390 0.27844
H -0.60827 1.78273 -0.61787
H 0.85065 -1.17850 -1.24537
S -2.08824 -0.74727 -0.35574
H 0.94853 -1.82768 0.39075
N -0.51246 -0.74816 2.03243
H -1.09609 1.57350 1.20938
H 0.53709 1.57743 0.63178
C -0.52068 -0.15800 0.16141
H -1.78648 -2.14286 -0.25522

***

49
Properties=species:S:1:pos:R:3 method="wB97M-V/def2-TZVPD" fmax_ev_per_a=1.145 de_lowest_kj_mol=18.1 e_tot_ha=-1675.333014 homo_lumo_gap_ev=9.09
C 0.28890 -0.89207 2.11000
H 0.04917 -0.75982 4.21917
H -2.66553 -3.06834 -0.82303
C 3.02351 0.92274 -1.15343
H -1.32161 -1.48272 3.36963
C -0.44070 -4.13895 -2.58200
H 4.50606 -0.36279 0.97984
C -0.30481 -0.69188 -1.48289
H 1.27661 2.42672 1.32054
C -1.92214 0.13995 -0.01315
C -1.31925 0.67875 3.39160
O -3.87187 1.71079 0.77143
N 1.31540 -0.02842 2.01832
C 1.80518 2.28794 0.38967
C -0.97081 -1.92733 -1.50139
O 1.77346 -2.46568 -3.43260
C 2.50541 3.19390 -1.72078
O -1.54584 2.49168 1.11433
O 0.10018 -1.79862 1.32103
H 3.46539 -0.02655 -1.41734
H 2.54798 4.01811 -2.41723
H 3.58208 1.84858 -2.99331
H 2.15406 -1.02794 0.44893
H 3.72418 -1.10270 2.38206
H 1.39763 4.28293 -0.24530
C 0.89080 -2.04986 -2.73750
N -0.21117 -2.75046 -2.29527
O 0.81524 -0.77873 -2.25202
C 2.36038 -0.11475 1.01806
C -0.76737 0.36920 -0.74031
C 1.86473 3.34474 -0.50411
H -0.26563 1.31968 -0.69004
C 2.37986 1.06506 0.07061
H -0.46161 -4.71617 -1.65642
H 0.37990 -4.48239 -3.21043
H -3.52490 -1.14808 0.52054
N -2.51656 0.75898 2.60262
H 1.42986 0.67800 2.72780
H -0.69120 1.49318 3.02597
C -2.61415 -1.05788 -0.05018
H -3.19145 0.02501 2.73020
C -2.14857 -2.12337 -0.80307
S -2.50401 1.42708 1.08229
C 3.08610 1.97847 -2.04327
H 3.92587 0.65629 2.29706
C 3.71825 -0.24158 1.71739
H -1.58704 0.89005 4.43360
H -1.38604 -4.26655 -3.11195
C -0.58932 -0.67382 3.33664

***

20
Properties=species:S:1:pos:R:3 method="wB97M-V/def2-TZVPD" fmax_ev_per_a=4.354 de_lowest_kj_mol=242.8 e_tot_ha=-382.410043 homo_lumo_gap_ev=9.60
H 2.89561 0.34255 -0.76220
H -1.38421 0.89927 -0.09325
N 0.63396 -0.66447 -1.12111
H 2.65283 1.66061 0.34363
C -0.01416 0.17440 1.16772
C -2.33960 -0.49280 1.08831
H -0.24611 -1.31716 -3.07606
O -0.32624 0.64290 -2.66012
H -3.26946 0.04595 1.34078
H 0.00036 -0.81340 1.52510
H -2.11400 -1.08677 1.89891
N -1.35541 0.63976 0.89754
H 0.50207 1.40025 -0.59584
H 0.58685 -1.49651 -0.63067
H -2.38816 -1.10116 0.17891
C -0.09451 -0.50270 -2.32708
C 2.34317 0.61705 0.13255
H 2.61440 -0.15263 0.86519
H 0.44281 0.75513 2.07648
C 0.85979 0.44975 -0.24877